Record 1
Here is a cluster of 2 separate species, C4H9FP in total in a non-equilibrium geometry from the OMol25 dataset. Energies are from ωB97M-V/def2-TZVPD.

Geometry (Å):
1 C 0.623 0.119 0.498
2 C 2.066 0.416 0.258
3 C 3.062 -0.661 0.251
4 C -2.405 2.335 0.831
5 F -1.709 1.718 -0.131
6 P 0.894 0.452 -1.200
7 H 0.403 -0.894 0.769
8 H -0.108 0.914 0.803
9 H 2.299 1.471 0.648
10 H 3.815 -0.331 0.977
11 H 3.654 -0.764 -0.674
12 H 2.649 -1.598 0.544
13 H -2.919 3.110 0.268
14 H -1.683 2.550 1.623
15 H -3.231 1.629 1.203

## Properties
**Max |F|**: 4.00 eV/Å
**Charge**: +1
**E**: -598.621765 a.u.
**Relative energy (zero: lowest compared OMol25 entry of this formula, charge and spin)**: 131.52 kJ/mol
**Orbital gap**: 7.55 eV



Record 2
Here is a structure of composition C4H9IN2 in a non-equilibrium geometry from the OMol25 dataset. Energies are from ωB97M-V/def2-TZVPD.

Geometry (Å):
1 C 0.260 0.016 0.054
2 C -0.616 -0.865 -0.169
3 C -0.175 -0.285 -1.450
4 C 1.301 0.637 0.858
5 N -1.728 -1.922 0.847
6 N 1.570 2.024 0.627
7 I 3.243 -0.536 0.433
8 H -0.755 0.367 -2.052
9 H 0.589 -0.780 -2.062
10 H 1.155 0.553 1.960
11 H -2.487 -1.307 1.202
12 H -1.168 -2.120 1.688
13 H -2.071 -2.682 0.397
14 H 1.827 2.356 -0.301
15 H 0.768 2.596 0.876
16 H 2.307 2.036 1.342

## Properties
**Max |F|**: 6.85 eV/Å
**Charge**: +2
**E**: -564.207417 a.u.
**Relative energy (zero: lowest compared OMol25 entry of this formula, charge and spin)**: 167.40 kJ/mol
**Orbital gap**: 8.83 eV



Record 3
Here is the ion C4H9IN2O2P with charge +1 in a non-equilibrium geometry from the OMol25 dataset. Energies are from ωB97M-V/def2-TZVPD.

Geometry (Å):
1 C -0.624 0.134 -2.143
2 C -0.680 -0.056 -0.665
3 I -2.522 0.728 0.065
4 C -0.660 -1.579 -0.189
5 O -1.421 -2.409 -0.501
6 O 0.327 -1.789 0.773
7 C 0.839 -0.489 1.096
8 N 0.032 -0.158 2.370
9 N 0.555 0.407 0.074
10 P 1.519 1.814 -0.178
11 H -0.434 1.228 -2.351
12 H -1.630 -0.256 -2.438
13 H 0.135 -0.357 -2.833
14 H 1.847 -0.260 1.318
15 H 0.505 0.420 3.145
16 H -0.429 -1.097 2.726
17 H -0.766 0.430 2.009
18 H 0.848 2.085 -1.457
19 H 2.561 1.204 -0.822

## Properties
**Max |F|**: 3.96 eV/Å
**Charge**: +1
**E**: -1056.551031 a.u.
**SMILES**: C[C@@]1(I)C(=O)O[C@H]([NH3+])N1P
**Relative energy (zero: lowest compared OMol25 entry of this formula, charge and spin)**: 0.00 kJ/mol
**Orbital gap**: 9.45 eV



Record 4
Here is the molecule C4H9ISi in a non-equilibrium geometry from the OMol25 dataset. Energies are from ωB97M-V/def2-TZVPD.

Geometry (Å):
1 C 0.449 -1.255 -0.229
2 C -1.054 -0.949 -0.156
3 C -0.051 1.883 0.445
4 C 1.317 -0.412 0.651
5 Si -1.362 0.823 -0.575
6 I 3.320 0.120 -0.100
7 H 0.490 -2.298 0.053
8 H 0.799 -1.276 -1.212
9 H -1.605 -1.744 -0.756
10 H -1.268 -1.160 0.948
11 H -0.123 1.841 1.547
12 H 0.844 2.123 0.018
13 H 1.375 -0.448 1.764
14 H -0.633 1.088 -1.946
15 H -2.498 1.666 -0.453

## Properties
**<S²>**: 2.011
**Max |F|**: 4.74 eV/Å
**E**: -744.799967 a.u.
**Relative energy (zero: lowest compared OMol25 entry of this formula, charge and spin)**: 121.28 kJ/mol
**Orbital gap (spin up / spin down)**: 7.53 / 8.57 eV
**Spin multiplicity**: 3



Record 5
Here is a structure of composition C4H9MgO4 in a non-equilibrium geometry from the OMol25 dataset. Energies are from ωB97M-V/def2-TZVPD.

Geometry (Å):
1 C -2.415 -1.633 -1.166
2 O -1.113 -1.207 -1.317
3 H -2.691 -2.154 -2.102
4 H -2.484 -2.375 -0.352
5 H -3.104 -0.796 -0.972
6 O 3.389 0.857 0.613
7 O 0.223 2.463 -0.264
8 C -0.696 1.485 -0.069
9 C 0.015 0.044 0.062
10 O 1.274 0.335 1.292
11 C 2.618 -0.153 1.138
12 Mg 1.954 2.136 0.512
13 H -1.400 1.380 -0.915
14 H -1.283 1.600 0.865
15 H 0.744 0.020 -0.764
16 H -0.579 -0.492 0.823
17 H 2.965 -0.468 2.143
18 H 2.585 -1.042 0.472

## Properties
**<S²>**: 0.755
**Max |F|**: 5.16 eV/Å
**E**: -658.724163 a.u.
**Relative energy (zero: lowest compared OMol25 entry of this formula, charge and spin)**: 139.46 kJ/mol
**Orbital gap (spin up / spin down)**: 8.44 / 6.81 eV
**Spin multiplicity**: 2



Record 6
Here is a cluster of 2 separate species, C4H9N in total in a non-equilibrium geometry from the OMol25 dataset. Energies are from ωB97M-V/def2-TZVPD.

Geometry (Å):
1 C 1.109 -0.447 2.311
2 C 1.575 -1.306 1.351
3 H 0.762 -0.926 3.283
4 H 1.483 0.556 2.345
5 H 1.393 -2.346 1.453
6 H 1.552 -1.113 0.301
7 C -1.977 0.684 -1.169
8 C 0.291 0.629 -1.644
9 N -0.831 -0.017 -1.502
10 H -2.021 1.689 -1.620
11 H -1.995 0.600 -0.024
12 H -2.845 0.167 -1.469
13 H 1.278 0.157 -1.961
14 H 0.226 1.672 -1.656

## Properties
**<S²>**: 0.752
**Max |F|**: 2.92 eV/Å
**Charge**: -1
**E**: -212.401863 a.u.
**Relative energy (zero: lowest compared OMol25 entry of this formula, charge and spin)**: 235.30 kJ/mol
**Orbital gap (spin up / spin down)**: 3.69 / 8.88 eV
**Spin multiplicity**: 2



Record 7
Here is the molecule C4H9N in a non-equilibrium geometry from the OMol25 dataset. Energies are from ωB97M-V/def2-TZVPD.

Geometry (Å):
1 C 1.439 0.391 -0.258
2 C 0.001 -0.334 -0.080
3 C -0.133 -1.680 0.575
4 C -1.168 0.322 -0.174
5 N -1.229 1.665 -0.571
6 H 2.361 -0.299 -0.327
7 H 1.571 1.020 -1.175
8 H 1.557 0.936 0.578
9 H -0.437 -2.438 -0.197
10 H 0.981 -1.911 0.927
11 H -0.655 -1.941 1.406
12 H -2.100 -0.211 -0.061
13 H -1.840 2.355 -0.108
14 H -0.348 2.127 -0.536

## Properties
**Max |F|**: 6.41 eV/Å
**E**: -212.494225 a.u.
**SMILES**: CC(C)=CN
**Relative energy (zero: lowest compared OMol25 entry of this formula, charge and spin)**: 149.51 kJ/mol
**Orbital gap**: 8.79 eV



Record 8
Here is the molecule C4H9N in a non-equilibrium geometry from the OMol25 dataset. Energies are from ωB97M-V/def2-TZVPD.

Geometry (Å):
1 C 0.366 1.001 2.446
2 C -0.187 1.171 1.211
3 N -0.038 0.143 0.280
4 C 0.013 -0.017 -1.108
5 C -0.364 -1.393 -1.707
6 H 0.341 1.802 3.287
7 H 1.062 0.066 2.443
8 H -0.541 2.155 0.848
9 H 0.337 -0.746 0.855
10 H 1.098 0.271 -1.532
11 H -0.660 0.809 -1.619
12 H 0.384 -1.960 -2.249
13 H -1.266 -1.242 -2.277
14 H -0.545 -2.060 -0.878

## Properties
**Max |F|**: 5.40 eV/Å
**E**: -212.475058 a.u.
**SMILES**: C=CNCC
**Relative energy (zero: lowest compared OMol25 entry of this formula, charge and spin)**: 199.83 kJ/mol
**Orbital gap**: 8.85 eV



Record 9
Here is the molecule C4H9N in a non-equilibrium geometry from the OMol25 dataset. Energies are from ωB97M-V/def2-TZVPD.

Geometry (Å):
1 C 0.569 -0.856 -0.657
2 C -0.155 0.478 -1.110
3 C -0.866 0.907 0.234
4 N -0.006 0.520 1.323
5 C 0.397 -0.838 0.954
6 H 1.584 -0.859 -0.890
7 H 0.041 -1.722 -1.056
8 H -0.783 0.235 -1.893
9 H 0.499 1.309 -1.415
10 H -1.826 0.434 0.236
11 H -1.086 1.986 0.227
12 H 0.924 1.016 1.236
13 H 1.236 -1.269 1.443
14 H -0.528 -1.341 1.367

## Properties
**Max |F|**: 3.29 eV/Å
**E**: -212.525994 a.u.
**SMILES**: C1CCNC1
**Relative energy (zero: lowest compared OMol25 entry of this formula, charge and spin)**: 66.10 kJ/mol
**Orbital gap**: 10.38 eV



Record 10
Here is the molecule C4H9N in a non-equilibrium geometry from the OMol25 dataset. Energies are from ωB97M-V/def2-TZVPD.

Geometry (Å):
1 C -1.694 -0.001 0.123
2 C -0.297 -0.046 -0.506
3 C 0.733 1.020 -0.048
4 N 1.765 0.023 -0.063
5 C 0.742 -1.054 -0.022
6 H -1.617 0.023 1.218
7 H -2.194 0.916 -0.216
8 H -2.262 -0.864 -0.204
9 H -0.393 -0.058 -1.584
10 H 0.899 1.915 -0.677
11 H 0.427 1.400 0.958
12 H 2.417 0.039 0.696
13 H 0.492 -1.409 0.991
14 H 0.984 -1.902 -0.665

## Properties
**Max |F|**: 1.98 eV/Å
**E**: -212.520483 a.u.
**SMILES**: CC1CNC1
**Relative energy (zero: lowest compared OMol25 entry of this formula, charge and spin)**: 80.57 kJ/mol
**Orbital gap**: 10.10 eV



Record 11
Here is the molecule C4H9N in a non-equilibrium geometry from the OMol25 dataset. Energies are from ωB97M-V/def2-TZVPD.

Geometry (Å):
1 C -0.525 -1.197 0.046
2 C 0.223 -0.279 1.041
3 C 1.081 0.797 0.241
4 N 0.421 0.758 -1.051
5 C -0.792 -0.049 -0.905
6 H -1.447 -1.585 0.426
7 H 0.039 -1.894 -0.485
8 H 0.900 -0.827 1.843
9 H -0.547 0.204 1.673
10 H 1.313 1.730 0.786
11 H 2.102 0.442 0.153
12 H 0.065 1.674 -1.405
13 H -1.198 -0.327 -1.832
14 H -1.636 0.552 -0.531

## Properties
**Max |F|**: 3.82 eV/Å
**E**: -212.517839 a.u.
**SMILES**: C1CCNC1
**Relative energy (zero: lowest compared OMol25 entry of this formula, charge and spin)**: 87.51 kJ/mol
**Orbital gap**: 9.76 eV



Record 12
Here is the molecule C4H9N in a non-equilibrium geometry from the OMol25 dataset. Energies are from ωB97M-V/def2-TZVPD.

Geometry (Å):
1 C 0.396 1.486 -0.032
2 C 0.566 0.149 -0.057
3 C 1.831 -0.615 0.012
4 C -0.668 -0.744 0.024
5 N -1.971 0.025 -0.069
6 H -0.582 1.846 -0.099
7 H 1.286 2.138 0.131
8 H 1.851 -1.368 -0.830
9 H 2.702 0.018 -0.087
10 H 1.939 -1.117 0.992
11 H -0.670 -1.490 -0.788
12 H -0.562 -1.420 0.947
13 H -2.638 -0.743 -0.364
14 H -2.274 0.308 0.900

## Properties
**Max |F|**: 3.21 eV/Å
**E**: -212.521849 a.u.
**SMILES**: C=C(C)CN
**Relative energy (zero: lowest compared OMol25 entry of this formula, charge and spin)**: 76.99 kJ/mol
**Orbital gap**: 10.11 eV



Record 13
Here is a structure of composition C4H9N in a non-equilibrium geometry from the OMol25 dataset. Energies are from ωB97M-V/def2-TZVPD.

Geometry (Å):
1 C -0.976 -2.219 0.961
2 N -1.025 -1.051 0.106
3 H -1.413 -1.140 -0.821
4 H 0.856 0.963 -0.743
5 H -0.776 -1.958 1.999
6 H -1.922 -2.764 0.986
7 H -0.232 -2.929 0.582
8 C 1.709 1.743 -1.553
9 C -0.575 0.184 0.490
10 C -0.679 1.006 1.415
11 H 2.408 1.452 -2.327
12 H 1.056 2.439 -2.064
13 H 2.345 2.312 -0.889
14 H -0.777 1.962 1.859

## Properties
**Max |F|**: 4.99 eV/Å
**E**: -212.388479 a.u.
**Relative energy (zero: lowest compared OMol25 entry of this formula, charge and spin)**: 427.15 kJ/mol
**Orbital gap**: 9.01 eV



Record 14
Here is the molecule C4H9N from the OMol25 dataset. Energies are from ωB97M-V/def2-TZVPD.

Geometry (Å):
1 C -0.763 0.904 -0.078
2 C 0.678 0.781 -0.541
3 C 1.189 -0.319 0.380
4 N 0.041 -1.217 0.611
5 C -1.184 -0.557 0.089
6 H -0.735 1.332 0.932
7 H -1.447 1.488 -0.689
8 H 1.244 1.705 -0.463
9 H 0.732 0.398 -1.564
10 H 1.532 0.080 1.337
11 H 2.023 -0.843 -0.082
12 H 0.165 -2.100 0.137
13 H -2.007 -0.653 0.793
14 H -1.469 -0.998 -0.863

## Properties
**Max |F|**: 0.58 eV/Å
**E**: -212.548849 a.u.
**SMILES**: C1CCNC1
**Relative energy (zero: lowest compared OMol25 entry of this formula, charge and spin)**: 6.10 kJ/mol
**Orbital gap**: 9.82 eV



Record 15
Here is a cluster of 2 separate species, C4H9N in total in a non-equilibrium geometry from the OMol25 dataset. Energies are from ωB97M-V/def2-TZVPD.

Geometry (Å):
1 C -1.012 -0.394 -2.110
2 C -0.322 -0.951 -3.112
3 C 0.276 -2.314 -3.217
4 H -1.260 0.670 -2.071
5 H -1.546 -0.978 -1.349
6 H -0.385 -0.262 -3.956
7 H 1.284 -2.355 -3.593
8 H 0.205 -2.783 -2.244
9 H -0.382 -2.896 -3.881
10 C 0.970 1.627 4.450
11 N -0.048 2.302 4.077
12 H 1.545 1.727 5.362
13 H 1.012 0.676 3.847
14 H -0.039 2.251 3.060

## Properties
**Max |F|**: 3.12 eV/Å
**E**: -212.449743 a.u.
**SMILES**: C=CC.C=N
**Relative energy (zero: lowest compared OMol25 entry of this formula, charge and spin)**: 266.30 kJ/mol
**Orbital gap**: 10.30 eV



Record 16
Here is a structure of composition C4H9N in a non-equilibrium geometry from the OMol25 dataset. Energies are from ωB97M-V/def2-TZVPD.

Geometry (Å):
1 C -0.386 0.972 0.588
2 C 0.652 -0.005 0.818
3 C 1.851 -0.137 -0.067
4 C -1.380 -0.131 0.192
5 N -2.015 -1.116 0.558
6 H -2.912 -1.357 0.142
7 H -0.824 1.471 1.452
8 H -0.214 1.700 -0.202
9 H -1.163 -0.074 -1.850
10 H 0.652 -0.559 1.739
11 H -0.802 -0.245 -2.543
12 H 1.827 -1.078 -0.625
13 H 2.760 -0.158 0.535
14 H 1.954 0.717 -0.737

## Properties
**Max |F|**: 1.80 eV/Å
**E**: -212.366076 a.u.
**Relative energy (zero: lowest compared OMol25 entry of this formula, charge and spin)**: 485.97 kJ/mol
**Orbital gap (spin up / spin down)**: 7.77 / 7.17 eV